(1)
{"formula": "C3BiO4", "method": "ωB97M-V/def2-TZVPD", "s_squared": 0.764, "total_energy_ha": -629.61404, "spin_multiplicity": 2, "orbital_gap_ev": [4.17, 5.42], "species": ["C", "C", "O", "O", "Bi", "O", "C", "O"], "positions_angstrom": [[-0.519, 2.166, -1.205], [0.376, 3.159, -0.996], [0.572, 4.169, -1.821], [1.480, 2.909, -0.156], [1.900, 4.972, -0.462], [2.064, -0.590, 0.542], [0.940, -0.316, 0.583], [-0.287, -0.450, 0.318]]}

=====

(2)
{"formula": "C5H10O", "method": "ωB97M-V/def2-TZVPD", "e_above_lowest_kcal_mol": 7.87, "total_energy_ha": -271.74008, "spin_multiplicity": 1, "smiles": "C[C@H]1CCCO1", "orbital_gap_ev": 10.66, "species": ["C", "C", "C", "C", "C", "O", "H", "H", "H", "H", "H", "H", "H", "H", "H", "H"], "positions_angstrom": [[-1.592, 0.105, 1.240], [-0.851, 0.336, -0.064], [0.569, 0.920, 0.122], [1.446, 0.069, -0.808], [0.679, -1.253, -0.805], [-0.691, -0.886, -0.794], [-2.562, -0.367, 1.055], [-1.759, 1.050, 1.775], [-1.006, -0.557, 1.886], [-1.461, 0.993, -0.695], [0.610, 1.986, -0.118], [0.890, 0.803, 1.166], [2.473, -0.039, -0.443], [1.479, 0.496, -1.818], [0.942, -1.854, 0.081], [0.852, -1.871, -1.691]]}

=====

(3)
{"formula": "C8H10BF10", "method": "ωB97M-V/def2-TZVPD", "total_energy_ha": -1334.33857, "spin_multiplicity": 1, "charge": -1, "orbital_gap_ev": 8.07, "species": ["C", "C", "F", "B", "C", "C", "C", "F", "F", "C", "F", "F", "C", "F", "F", "C", "F", "F", "F", "H", "H", "H", "H", "H", "H", "H", "H", "H", "H"], "positions_angstrom": [[4.134, -1.210, 0.488], [3.721, 0.328, 0.207], [4.827, 0.972, -0.526], [2.415, 0.300, -0.786], [1.377, 1.579, -0.579], [0.065, 1.224, 0.268], [-1.107, 0.573, -0.575], [-1.524, 1.542, -1.547], [-0.733, -0.564, -1.317], [-2.431, 0.273, 0.318], [-1.973, 0.005, 1.637], [-3.222, 1.431, 0.271], [-3.225, -1.028, -0.146], [-2.507, -2.206, 0.150], [-3.524, -0.965, -1.528], [-4.655, -1.213, 0.580], [-4.841, -2.597, 0.804], [-4.740, -0.586, 1.815], [-5.733, -0.805, -0.195], [3.308, -1.611, 1.176], [5.156, -1.314, 0.970], [4.046, -1.764, -0.510], [3.509, 0.902, 1.165], [2.705, 0.174, -1.941], [1.771, -0.687, -0.509], [1.958, 2.353, 0.049], [1.168, 2.084, -1.575], [-0.350, 2.212, 0.681], [0.405, 0.596, 1.155]]}

=====

(4)
{"formula": "C18H16N2O5", "method": "ωB97M-V/def2-TZVPD", "e_above_lowest_kcal_mol": 99.49, "total_energy_ha": -1181.10233, "spin_multiplicity": 1, "smiles": "COc1cccc2c1Oc1cc([N+](=O)[O-])cc(N(C)C(C)=O)c1C=C2", "orbital_gap_ev": 7.70, "species": ["C", "O", "C", "C", "C", "C", "C", "C", "O", "C", "C", "C", "N", "O", "O", "C", "C", "N", "C", "C", "C", "O", "C", "C", "C", "H", "H", "H", "H", "H", "H", "H", "H", "H", "H", "H", "H", "H", "H", "H", "H"], "positions_angstrom": [[2.647, -2.743, -3.739], [1.762, -2.061, -2.883], [2.113, -2.000, -1.545], [2.697, -3.065, -0.840], [3.080, -2.934, 0.490], [2.863, -1.761, 1.160], [2.235, -0.668, 0.536], [1.835, -0.794, -0.831], [1.208, 0.256, -1.475], [-0.040, 0.590, -1.028], [-1.127, 0.417, -1.919], [-2.402, 0.890, -1.619], [-3.471, 0.781, -2.554], [-4.587, 1.147, -2.174], [-3.225, 0.354, -3.687], [-2.589, 1.453, -0.355], [-1.525, 1.596, 0.567], [-1.766, 2.155, 1.856], [-1.795, 3.597, 1.997], [-1.944, 1.308, 2.987], [-2.112, -0.204, 2.856], [-2.114, 1.785, 4.098], [-0.227, 1.182, 0.223], [0.900, 1.394, 1.158], [2.026, 0.594, 1.288], [2.356, -2.555, -4.788], [2.662, -3.826, -3.508], [3.666, -2.341, -3.649], [2.910, -4.029, -1.289], [3.566, -3.746, 0.988], [3.235, -1.671, 2.165], [-0.895, -0.029, -2.895], [-3.597, 1.815, -0.080], [-2.533, 3.885, 2.749], [-0.807, 3.979, 2.307], [-2.058, 4.081, 1.032], [-2.255, -0.656, 3.839], [-1.238, -0.655, 2.333], [-2.993, -0.453, 2.274], [0.812, 2.161, 1.877], [2.727, 0.773, 2.082]]}

=====

(5)
{"formula": "C2H2BrFO", "method": "ωB97M-V/def2-TZVPD", "e_above_lowest_kcal_mol": 45.66, "total_energy_ha": -2826.41732, "spin_multiplicity": 1, "orbital_gap_ev": [8.41, 8.41], "species": ["C", "C", "O", "F", "Br", "H", "H"], "positions_angstrom": [[-0.473, 0.422, -0.059], [0.826, 2.431, -0.120], [0.564, 3.576, -0.077], [2.111, 1.899, 0.042], [-2.265, 0.586, 0.015], [-0.096, -0.003, -1.030], [0.114, 0.328, 0.829]]}

=====

(6)
{"formula": "C2H7N2", "method": "ωB97M-V/def2-TZVPD", "s_squared": 2.003, "e_above_lowest_kcal_mol": 61.20, "total_energy_ha": -189.38573, "spin_multiplicity": 3, "charge": 1, "orbital_gap_ev": [8.37, 8.53], "species": ["C", "C", "N", "N", "H", "H", "H", "H", "H", "H", "H"], "positions_angstrom": [[2.597, 0.247, 0.068], [-1.263, 0.520, -0.407], [-0.703, -0.679, 0.327], [1.798, -0.596, 0.083], [3.592, 0.755, -0.003], [-1.101, 0.468, -1.516], [-2.305, 0.615, -0.037], [-0.753, 1.488, -0.245], [-1.396, -1.495, 0.198], [0.391, -0.808, 0.241], [-0.857, -0.514, 1.292]]}

=====

(7)
{"formula": "C2H6IN2", "method": "ωB97M-V/def2-TZVPD", "e_above_lowest_kcal_mol": 37.43, "total_energy_ha": -486.69442, "spin_multiplicity": 1, "charge": 1, "orbital_gap_ev": 9.32, "species": ["C", "C", "N", "N", "I", "H", "H", "H", "H", "H", "H"], "positions_angstrom": [[1.212, 0.314, 0.005], [-0.447, -1.221, 0.096], [0.758, 1.520, -0.066], [-1.587, -0.598, -0.086], [3.213, -0.083, 0.226], [-0.160, -1.524, 1.088], [-0.017, -1.769, -0.728], [1.329, 2.364, -0.052], [-2.107, -0.236, 0.699], [-1.953, -0.433, -1.012], [-0.241, 1.665, -0.169]]}

=====

(8)
{"formula": "C14H34NO3P2SiSn", "method": "ωB97M-V/def2-TZVPD", "e_above_lowest_kcal_mol": 0.00, "total_energy_ha": -2020.53457, "spin_multiplicity": 1, "charge": 1, "orbital_gap_ev": 4.64, "species": ["C", "C", "N", "C", "C", "C", "C", "P", "Sn", "P", "C", "O", "O", "H", "H", "H", "C", "C", "H", "H", "H", "H", "C", "C", "H", "H", "H", "H", "H", "H", "H", "H", "H", "H", "H", "H", "H", "H", "H", "H", "H", "H", "C", "Si", "C", "C", "O", "H", "H", "H", "H", "H", "H", "H", "H", "H"], "positions_angstrom": [[-0.930, 0.836, -4.452], [-1.036, 0.510, -3.065], [-0.090, 0.980, -2.181], [0.735, 1.956, -2.539], [0.777, 2.422, -3.867], [-0.032, 1.818, -4.839], [-2.146, -0.210, -2.580], [-2.355, -0.436, -0.824], [-0.110, 0.337, 0.713], [2.009, 1.515, -0.065], [1.658, 2.574, -1.504], [0.252, -3.955, -4.977], [0.899, -5.606, -0.805], [-1.582, 0.320, -5.148], [1.488, 3.204, -4.104], [0.037, 2.135, -5.887], [-3.800, 0.658, -0.502], [-3.113, -2.083, -0.712], [2.614, 2.808, -1.976], [1.257, 3.528, -1.141], [-0.516, -3.900, -5.544], [-3.083, -0.038, -3.142], [2.530, 2.555, 1.320], [3.520, 0.623, -0.559], [1.793, -0.848, 0.454], [1.388, -5.545, 0.006], [0.437, -4.781, -0.865], [0.697, -3.101, -5.051], [-1.281, 1.603, 1.154], [1.372, -1.213, -0.032], [-4.646, 0.372, -1.147], [-4.091, 0.574, 0.556], [-3.533, 1.699, -0.736], [-3.751, -2.275, -1.577], [-2.336, -2.852, -0.678], [-3.704, -2.150, 0.206], [4.390, 1.298, -0.567], [3.746, -0.190, 0.143], [3.373, 0.184, -1.556], [3.543, 2.933, 1.132], [1.858, 3.409, 1.462], [2.537, 1.972, 2.251], [-1.532, 0.649, 4.107], [0.085, -0.311, 4.015], [1.428, 0.614, 4.929], [-0.136, -1.980, 4.838], [0.461, -0.539, 2.442], [-1.828, 0.816, 5.149], [-2.358, 0.111, 3.625], [-1.466, 1.635, 3.635], [1.204, 0.569, 6.002], [2.415, 0.165, 4.779], [1.494, 1.673, 4.659], [-0.996, -2.525, 4.436], [0.741, -2.618, 4.687], [-0.291, -1.898, 5.921]]}

=====

(9)
{"formula": "C13H11FNO5P", "method": "ωB97M-V/def2-TZVPD", "total_energy_ha": -1374.17417, "spin_multiplicity": 1, "smiles": "CP(O)N1C(=O)c2cc(CC=O)cc(CC(=O)F)c2C1=O", "orbital_gap_ev": 8.19, "species": ["C", "P", "O", "N", "C", "O", "C", "C", "C", "C", "C", "O", "C", "C", "C", "C", "O", "F", "C", "C", "O", "H", "H", "H", "H", "H", "H", "H", "H", "H", "H", "H"], "positions_angstrom": [[2.103, 1.403, 0.757], [3.129, 0.739, -0.633], [4.154, -0.318, 0.144], [2.176, -0.307, -1.679], [1.137, 0.297, -2.477], [1.241, 0.726, -3.582], [-0.088, 0.164, -1.551], [-1.245, 0.894, -1.449], [-2.144, 0.504, -0.442], [-3.420, 1.349, -0.303], [-2.982, 2.636, 0.432], [-2.949, 2.696, 1.633], [-1.879, -0.564, 0.403], [-0.703, -1.317, 0.290], [-0.342, -2.481, 1.206], [0.877, -2.209, 2.105], [1.653, -3.081, 2.339], [1.027, -0.978, 2.653], [0.177, -0.933, -0.696], [1.557, -1.475, -1.123], [1.955, -2.596, -1.055], [2.439, 0.985, 1.722], [1.025, 1.198, 0.685], [2.218, 2.494, 0.834], [4.729, -0.633, -0.570], [-1.431, 1.728, -2.125], [-4.197, 0.850, 0.285], [-3.738, 1.563, -1.334], [-2.641, 3.540, -0.128], [-2.589, -0.815, 1.193], [-0.063, -3.342, 0.592], [-1.185, -2.717, 1.871]]}

=====

(10)
{"formula": "C3H3NO2", "method": "ωB97M-V/def2-TZVPD", "e_above_lowest_kcal_mol": 227.50, "total_energy_ha": -321.01510, "spin_multiplicity": 1, "orbital_gap_ev": [7.52, 8.90], "species": ["C", "C", "C", "N", "O", "O", "H", "H", "H"], "positions_angstrom": [[-0.628, -0.355, 1.776], [0.006, -0.473, 0.691], [-0.909, 0.686, 0.496], [1.742, -0.466, -1.881], [1.881, -1.602, -1.826], [0.876, 0.219, -2.355], [-1.058, -0.344, 2.841], [-1.648, 0.808, -0.183], [-0.262, 1.529, 0.441]]}

=====

(11)
{"formula": "C2H5NO2", "method": "ωB97M-V/def2-TZVPD", "e_above_lowest_kcal_mol": 35.48, "total_energy_ha": -284.41082, "spin_multiplicity": 1, "smiles": "NC(=O)CO", "orbital_gap_ev": 10.54, "species": ["N", "C", "O", "C", "O", "H", "H", "H", "H", "H"], "positions_angstrom": [[0.995, 0.419, -0.774], [0.615, 0.480, 0.566], [1.229, 0.775, 1.540], [-0.741, -0.193, 0.592], [-1.380, -0.356, -0.684], [2.102, 0.427, -0.983], [0.337, 0.366, -1.477], [-0.824, -1.201, 1.060], [-1.487, 0.502, 1.110], [-0.846, -1.218, -0.949]]}

=====

(12)
{"formula": "CH3IOS2", "method": "ωB97M-V/def2-TZVPD", "e_above_lowest_kcal_mol": 16.20, "total_energy_ha": -1209.16725, "spin_multiplicity": 1, "orbital_gap_ev": 8.35, "species": ["C", "O", "S", "S", "I", "H", "H", "H"], "positions_angstrom": [[0.128, 0.635, -1.113], [-0.709, 0.425, 1.977], [-0.774, -0.918, 1.446], [-0.927, -0.832, -0.836], [1.292, -2.036, 1.840], [-0.107, 0.923, -2.033], [-0.185, 1.315, -0.335], [1.283, 0.490, -0.945]]}

=====

- What is the formula in the sixth record?
  C2H7N2